(1)
# C12H16BCl2FN3O6

A 2-piece molecular cluster, C12H16BCl2FN3O6 overall at a distorted geometry (ωB97M-V/def2-TZVPD, the Open Molecules 2025 dataset).

The LUMO energy is -4.292 eV. As for the total charge: +1. The total energy comes out at -57890.631 eV. The value obtained for the highest occupied orbital energy is -12.01 eV. Its HOMO-LUMO gap is 7.72 eV.

Geometry as XYZ:
```
41
C12H16BCl2FN3O6, DFT ωB97M-V/def2-TZVPD
C 3.395 1.197 -1.009
B 2.260 0.555 -1.858
O 2.411 -0.016 -3.066
N 0.788 0.531 -1.317
C 0.521 -0.584 -0.615
O 1.533 -1.470 -0.539
N 2.364 -1.353 0.763
O 3.172 -2.139 0.754
C -0.736 -0.830 -0.090
C -1.019 -2.108 0.597
Cl -1.888 -3.232 -0.386
C -0.710 -2.415 1.852
C -1.023 -3.709 2.526
Cl 0.056 -1.204 2.819
C -1.725 0.124 -0.312
C -3.111 -0.162 0.221
O -3.300 -0.494 1.349
O -4.067 -0.065 -0.730
C -1.443 1.304 -1.029
N -2.433 2.256 -1.238
C -0.156 1.472 -1.552
C 0.193 2.652 -2.428
C 1.138 3.696 -1.846
F 0.702 2.171 -3.626
H 4.346 1.095 -1.528
H 3.210 2.249 -0.800
H 3.479 0.732 -0.026
H 3.111 -0.680 -3.090
H -2.105 -3.813 2.627
H -0.590 -3.744 3.520
H -0.659 -4.550 1.938
H -4.815 0.467 -0.426
H -3.099 2.298 -0.480
H -2.089 3.196 -1.365
H -0.739 3.160 -2.674
H 0.920 4.655 -2.311
H 1.017 3.795 -0.769
H 2.165 3.458 -2.107
O -0.362 -3.025 5.743
H 0.341 -2.472 6.098
H -1.053 -3.000 6.412
```



(2)
# C12H16Br2O12Pd

C12H16Br2O12Pd as an isolated structure at a distorted geometry (ωB97M-V/def2-TZVPD, the Open Molecules 2025 dataset).

The LUMO energy is -5.566 eV. As for the total charge: 0. The total energy comes out at -180828.278 eV. The value obtained for the highest occupied orbital energy is -8.24 eV. Its HOMO-LUMO gap is 2.67 eV.

Geometry as XYZ:
```
43
C12H16Br2O12Pd, DFT ωB97M-V/def2-TZVPD
Pd 19.447 20.800 -27.767
Br 19.075 17.040 -25.734
Br 23.528 22.150 -27.980
C 11.160 22.255 -26.983
C 10.862 20.684 -27.112
O 12.087 20.242 -27.615
C 12.973 21.195 -27.693
O 14.129 21.077 -28.030
O 12.564 22.344 -27.242
H 10.768 22.464 -25.988
H 10.733 22.870 -27.776
H 9.951 20.535 -27.691
H 10.668 20.369 -26.086
C 21.005 20.794 -36.038
C 20.128 19.627 -36.475
O 19.696 19.231 -35.223
C 20.202 19.839 -34.176
O 19.981 19.694 -32.985
O 21.079 20.722 -34.616
H 20.748 21.712 -36.567
H 22.053 20.612 -36.277
H 20.672 18.766 -36.864
H 19.449 20.130 -37.164
C 14.761 26.400 -22.429
C 15.446 27.460 -23.367
O 16.174 26.587 -24.282
C 16.304 25.434 -23.737
O 16.940 24.440 -24.267
O 15.521 25.317 -22.646
H 13.714 26.248 -22.690
H 14.910 26.586 -21.365
H 16.103 28.193 -22.898
H 14.711 28.021 -23.945
C 14.742 26.111 -32.795
C 15.294 25.198 -33.861
O 16.360 24.595 -33.324
C 16.562 24.899 -32.061
O 17.367 24.390 -31.329
O 15.664 25.889 -31.750
H 13.682 25.878 -32.697
H 14.816 27.159 -33.084
H 15.651 25.740 -34.737
H 14.608 24.377 -34.070
```



(3)
# C12H16ClIN2O2PRu

C12H16ClIN2O2PRu as an isolated structure at a distorted geometry (ωB97M-V/def2-TZVPD, the Open Molecules 2025 dataset).

The LUMO energy (spin up / spin down) is -8.976 / -10.964 eV. As for the total charge: +2. As for the energy relative to the best compared isomer or geometry (same formula, charge and spin): 173.1 kJ/mol. The total energy comes out at -52250.368 eV. Its multiplicity is 6. The value obtained for the highest occupied orbital energy (spin up / spin down) is -15.31 / -16.23 eV. Its HOMO-LUMO gap (spin up / spin down) is 6.33 / 5.27 eV.

Geometry as XYZ:
```
36
C12H16ClIN2O2PRu, DFT ωB97M-V/def2-TZVPD
C 1.475 -0.396 -4.475
C 1.141 0.163 -3.104
H 1.699 0.478 -5.113
H 0.616 -0.959 -4.874
H 2.363 -1.038 -4.344
O 1.292 1.335 -2.729
I 2.305 -2.954 -1.648
Ru 0.830 -0.663 -1.121
P -1.338 0.399 -0.862
C -1.572 2.091 -0.191
C -1.955 0.613 -2.589
H -2.918 -1.422 -0.393
H -3.801 0.129 -0.699
H -2.990 -0.171 0.880
C -2.929 -0.334 -0.207
H -1.984 -0.380 -3.060
H -2.971 1.042 -2.555
H -2.493 2.548 -0.616
H -0.700 2.727 -0.438
H -1.261 1.269 -3.130
H -1.679 2.040 0.911
C 1.556 1.014 -0.527
O 1.904 2.071 -0.206
Cl -0.747 -2.159 0.306
N 1.759 -1.236 6.790
C 1.582 -1.002 5.662
C 1.341 -0.744 4.241
C 0.096 -0.348 3.775
C -0.149 -0.170 2.401
N 0.820 -0.398 1.486
C 2.046 -0.687 1.906
C 2.333 -0.915 3.279
H -0.713 -0.164 4.457
H -1.139 0.187 2.072
H 2.854 -0.745 1.189
H 3.326 -1.220 3.526
```



(4)
# C12H16ClNO4Si

C12H16ClNO4Si as an isolated structure at a distorted geometry (ωB97M-V/def2-TZVPD, the Open Molecules 2025 dataset).

The LUMO energy is 0.828 eV. As for the total charge: 0. As for the energy relative to the best compared isomer or geometry (same formula, charge and spin): 77.6 kJ/mol. The total energy comes out at -42786.520 eV. The value obtained for the highest occupied orbital energy is -8.41 eV. Its HOMO-LUMO gap is 9.24 eV.

Geometry as XYZ:
```
35
C12H16ClNO4Si, DFT ωB97M-V/def2-TZVPD
Cl -0.497 5.040 -0.613
O -1.555 0.054 -1.727
O 0.079 -2.038 -1.442
O 1.034 0.393 -0.868
O -0.985 -0.738 0.665
C -3.600 2.595 -0.020
C -2.754 3.685 0.058
C -3.180 1.342 -0.499
C -1.143 2.481 -1.237
C -1.502 3.621 -0.563
C -1.943 1.295 -1.164
N 1.875 -1.923 0.773
C 1.417 -2.481 -1.629
C 1.685 0.669 0.234
C -0.269 -1.118 1.856
C 2.094 -2.866 -0.328
C 2.519 -0.508 0.829
C 0.718 -2.201 1.706
Si -0.323 -0.509 -0.846
H -4.650 2.713 0.177
H -3.220 4.659 0.229
H -3.843 0.514 -0.526
H -0.293 2.414 -1.927
H 1.441 -3.241 -2.399
H 1.837 -1.577 -2.013
H 1.071 1.113 0.946
H 2.459 1.387 -0.014
H -0.999 -1.328 2.631
H 0.162 -0.158 2.134
H 3.141 -2.971 -0.488
H 1.684 -3.854 -0.042
H 2.761 -0.275 1.845
H 3.513 -0.573 0.308
H 0.217 -3.058 1.245
H 1.050 -2.557 2.709
```



(5)
# C12H16I2MnN2O6S

C12H16I2MnN2O6S as an isolated structure at a distorted geometry (ωB97M-V/def2-TZVPD, the Open Molecules 2025 dataset).

The LUMO energy (spin up / spin down) is 4.283 / 3.192 eV. As for the total charge: -2. The total energy comes out at -86330.157 eV. Its multiplicity is 6. The value obtained for the highest occupied orbital energy (spin up / spin down) is -2.28 / -2.92 eV. Its HOMO-LUMO gap (spin up / spin down) is 6.56 / 6.11 eV.

Geometry as XYZ:
```
40
C12H16I2MnN2O6S, DFT ωB97M-V/def2-TZVPD
Mn -1.489 -0.585 -1.144
C 4.792 2.290 1.913
C 3.320 1.955 1.912
C 2.380 2.857 1.440
C 1.022 2.541 1.425
C 0.604 1.305 1.883
C 1.536 0.385 2.356
C 2.878 0.713 2.374
S -1.116 0.868 1.874
O -1.757 1.999 1.238
O -1.465 0.614 3.264
N -1.153 -0.422 1.004
C -1.615 -1.677 1.633
C -2.558 -2.465 0.739
O -3.141 -3.439 1.194
O -2.666 -2.052 -0.496
H 4.962 3.307 1.556
H 5.351 1.612 1.262
H 5.221 2.207 2.915
H 2.708 3.817 1.052
H 0.286 3.228 1.028
H 1.199 -0.590 2.687
H 3.602 -0.011 2.735
H -2.137 -1.505 2.569
H -0.780 -2.352 1.844
N -2.026 -1.799 -3.177
C -0.789 -2.427 -3.634
C 0.133 -2.732 -2.453
O 0.893 -3.696 -2.552
O 0.067 -1.900 -1.483
H -2.654 -2.469 -2.743
H -2.522 -1.308 -3.907
H -0.257 -1.714 -4.268
H -0.941 -3.344 -4.205
C -3.212 0.518 -1.523
H -3.836 -0.221 -2.020
H -3.150 1.447 -2.077
H -3.552 0.700 -0.505
I -0.315 1.452 -2.209
I 2.180 2.893 -3.503
```



(6)
# C12H16MnN5O2Sb

C12H16MnN5O2Sb as an isolated structure at a distorted geometry (ωB97M-V/def2-TZVPD, the Open Molecules 2025 dataset).

The LUMO energy (spin up / spin down) is 2.581 / 2.567 eV. As for the total charge: -1. As for the energy relative to the best compared isomer or geometry (same formula, charge and spin): 0.0 kJ/mol. The total energy comes out at -62102.025 eV. Its multiplicity is 5. The value obtained for the highest occupied orbital energy (spin up / spin down) is -3.90 / -4.37 eV. Its HOMO-LUMO gap (spin up / spin down) is 6.48 / 6.94 eV.

Geometry as XYZ:
```
37
C12H16MnN5O2Sb, DFT ωB97M-V/def2-TZVPD
Mn 2.445 -0.153 1.521
O 0.377 0.432 1.083
N -0.245 -0.198 0.183
N 0.437 -1.133 -0.356
O 1.665 -1.415 -0.011
C -0.172 -1.905 -1.396
C 0.607 -2.866 -2.022
C 0.048 -3.629 -3.038
C -1.269 -3.436 -3.421
C -2.037 -2.473 -2.778
C -1.498 -1.703 -1.761
H 1.629 -2.994 -1.702
H 0.652 -4.380 -3.532
H -1.700 -4.033 -4.214
H -3.069 -2.321 -3.068
H -2.092 -0.962 -1.250
C 2.654 1.316 2.929
H 3.509 1.436 3.598
H 1.814 1.947 3.235
C -2.792 4.876 0.608
Sb -1.490 3.156 0.412
C -2.481 2.039 1.948
C -2.625 2.277 -1.194
H -3.834 4.592 0.454
H -2.520 5.644 -0.115
H -2.684 5.293 1.609
H -3.561 2.066 1.798
H -2.238 2.459 2.924
H -2.121 1.012 1.919
H -3.683 2.241 -0.933
H -2.256 1.268 -1.370
H -2.498 2.857 -2.108
N 4.230 -1.264 1.649
C 5.174 -1.952 1.645
N 6.157 -2.773 1.554
C 7.238 -2.665 2.300
N 8.228 -2.656 2.904
```



Record order is preserved below.
M: 398.991 618.476 514.673 301.802 625.081 438.991 g mol⁻¹